ORCA calculation (ωB97M-V/def2-TZVPD) on a structure of composition C40H60BrClN4O3SeSiY.

Element x y z (Å)
1 Y -0.10240 -0.31583 -1.31849
2 C 1.35714 0.62084 -4.23094
3 C -0.13437 0.81229 -4.44074
4 N -0.81096 1.26130 -3.20779
5 C -0.66091 2.68384 -2.90338
6 C 0.56528 2.96277 -2.06726
7 C 1.18456 4.20092 -2.11863
8 C 2.32077 4.41225 -1.35669
9 C 2.81525 3.37188 -0.58988
10 C 2.13975 2.16178 -0.58258
11 C 2.65697 1.01166 0.24269
12 N 2.26372 -0.29638 -0.28824
13 C 3.20185 -0.84730 -1.28645
14 C 3.02805 -0.20133 -2.64876
15 N 1.63978 -0.31340 -3.12990
16 N 1.01689 1.96876 -1.28930
17 H 1.82142 1.57642 -3.97589
18 H 1.80860 0.29066 -5.17124
19 H -0.58627 -0.13589 -4.72552
20 H -0.28825 1.52773 -5.25575
21 H -1.79682 1.04242 -3.29084
22 H -1.53771 3.00600 -2.33946
23 H -0.62147 3.29366 -3.81211
24 H 0.79037 4.97519 -2.76327
25 H 2.82901 5.36719 -1.38069
26 H 3.72163 3.48521 -0.01011
27 H 2.24728 1.10491 1.24957
28 H 3.74541 1.09655 0.32675
29 H 2.23860 -0.95177 0.48720
30 H 2.99050 -1.91141 -1.35208
31 H 4.24040 -0.71937 -0.96027
32 H 3.73640 -0.65408 -3.34917
33 H 3.27335 0.86220 -2.59341
34 H 1.47220 -1.27617 -3.43087
35 Cl -5.84947 -4.79988 -3.48326
36 C -4.43164 -3.82507 -3.27232
37 C -3.26685 -4.13650 -4.00419
38 C -2.12889 -3.39114 -3.86845
39 C -2.07877 -2.28995 -2.98030
40 O -0.99474 -1.58781 -2.87602
41 C -3.26133 -1.98821 -2.24510
42 C -3.32754 -0.89251 -1.34819
43 O -2.39879 -0.12089 -1.03344
44 C -4.43168 -2.77111 -2.41424
45 H -3.28474 -4.98446 -4.67644
46 H -1.22668 -3.63983 -4.41035
47 H -4.30833 -0.70493 -0.88771
48 H -5.32289 -2.52533 -1.84947
49 O 0.58842 -2.81908 1.06386
50 C 0.21538 -2.38813 0.05263
51 C 5.41353 -6.95495 0.88703
52 C 4.32544 -6.16899 0.20644
53 C 4.59490 -5.36693 -0.89016
54 C 3.60060 -4.63622 -1.53648
55 C 3.99831 -3.88999 -2.78859
56 C 2.28597 -4.69647 -1.04620
57 Se 0.88642 -3.64210 -1.83501
58 C 1.97242 -5.58569 -0.00195
59 C 0.55561 -5.92351 0.38102
60 C 3.00397 -6.28072 0.61770
61 H 6.40044 -6.60263 0.58929
62 H 5.34523 -8.01398 0.63061
63 H 5.33388 -6.87634 1.97177
64 H 5.60942 -5.31845 -1.27399
65 H 4.71165 -4.48843 -3.35542
66 H 4.49405 -2.94151 -2.56701
67 H 3.13784 -3.68810 -3.42432
68 H -0.07385 -5.04981 0.49430
69 H 0.53869 -6.48897 1.31193
70 H 0.10770 -6.54442 -0.39950
71 H 2.76017 -6.95467 1.43262
72 C -4.09077 2.07606 1.33804
73 C -2.92167 3.06104 1.48897
74 C -2.34790 3.25925 0.08012
75 C -3.47801 4.40972 1.98189
76 Si -1.62141 2.40275 2.72745
77 Br -0.52526 0.67877 1.58052
78 C -2.33968 1.47015 4.23191
79 C -1.25273 1.11856 5.25906
80 C -3.00807 0.13928 3.84641
81 C -3.38995 2.35948 4.92544
82 C -0.21023 3.63626 3.12792
83 C 1.08539 2.94383 3.58083
84 C -0.67209 4.58679 4.25044
85 C 0.16920 4.48999 1.91049
86 H -4.76782 2.45443 0.56531
87 H -4.67192 1.97528 2.25322
88 H -3.74600 1.08767 1.02661
89 H -3.14411 3.65195 -0.56295
90 H -2.02881 2.30619 -0.33853
91 H -1.51895 3.96135 0.04453
92 H -4.28918 4.72282 1.31774
93 H -2.72448 5.19774 1.96537
94 H -3.88771 4.35276 2.99082
95 H -0.46699 0.49863 4.82283
96 H -1.71473 0.54045 6.06438
97 H -0.79907 1.99776 5.71380
98 H -2.28351 -0.57657 3.45798
99 H -3.80572 0.24829 3.11649
100 H -3.44770 -0.29440 4.74941
101 H -2.99543 3.33522 5.21424
102 H -3.72442 1.85999 5.83904
103 H -4.27148 2.51838 4.30381
104 H 0.95523 2.27684 4.42657
105 H 1.80449 3.71466 3.87522
106 H 1.53005 2.37210 2.76523
107 H -0.82016 4.06752 5.19685
108 H -1.59584 5.11137 4.00277
109 H 0.09990 5.34463 4.41420
110 H 0.44528 3.87315 1.05162
111 H 1.03866 5.10176 2.17269
112 H -0.62628 5.17227 1.61369

Forces on atoms 1 to 2 (eV/Å):
Y 0.2038 -0.1180 -0.5204
C 0.0037 0.0034 0.0180

## Properties
2S+1: 1
Charge: +1
Kohn-Sham gap: 6.233 eV
LUMO energy: -2.685 eV
Energy above the lowest of the compared OMol25 structures with the same formula, charge and spin: 5.1 kcal/mol

ORCA calculation (ωB97M-V/def2-TZVPD) on a cluster of 2 separate species, C2H4N5O4 in total.

Element x y z (Å)
1 C 0.77461 -1.58141 -3.01535
2 C -0.22056 -0.32922 0.60849
3 N 0.81043 -2.58987 -2.35274
4 N -0.14185 2.51983 -0.03442
5 N -0.34229 1.41145 -0.82814
6 N -0.31530 0.12605 -0.70829
7 N 1.57743 -3.06085 -1.31360
8 O 2.74847 -2.75915 -1.37652
9 O 0.53619 -0.77693 -3.87475
10 O -0.49993 3.53832 -0.63760
11 O 1.01833 -3.89654 -0.61547
12 H 0.14957 -1.44894 0.60294
13 H 0.61246 0.22713 1.17316
14 H -1.06255 -0.22058 1.20023
15 H -0.82647 1.54897 -1.78929

Forces on atoms 1 to 2 (eV/Å):
C -1.2043 3.7171 -2.9721
C 4.7078 -1.5981 0.3326

## Properties
2S+1: 1
Charge: -1
Kohn-Sham gap (spin up / spin down): 3.936 / 3.940 eV
LUMO energy (spin up / spin down): 2.144 / 2.148 eV
Energy above the lowest of the compared OMol25 structures with the same formula, charge and spin: 40.6 kcal/mol

ORCA calculation (ωB97M-V/def2-TZVPD) on a structure of composition C10H20MnO5.

Element x y z (Å)
1 Mn 0.09400 0.01010 -0.13156
2 C 1.69467 1.09905 1.80260
3 C 2.12294 1.97052 0.62773
4 O 1.36879 1.39372 -0.55513
5 C 2.30887 0.90443 -1.61819
6 C 1.42389 0.32258 -2.67159
7 O 0.44656 -0.52691 -1.90294
8 C -0.83060 -0.84895 -2.67766
9 C -1.76971 0.25763 -2.28888
10 O -1.65364 0.32713 -0.78724
11 C -2.80346 -0.29785 -0.03472
12 C -2.33348 -0.37161 1.39114
13 O -0.90093 -0.79151 1.26978
14 C -0.21758 -1.24424 2.52720
15 C 1.21615 -1.39226 2.09370
16 O 1.49237 -0.25109 1.17414
17 H 0.74166 1.43253 2.22200
18 H 2.44691 1.01375 2.58984
19 H 3.18310 1.89009 0.39337
20 H 1.81558 3.01231 0.73222
21 H 2.98510 0.17748 -1.16018
22 H 2.88065 1.76646 -1.97988
23 H 1.96323 -0.34238 -3.35339
24 H 0.85171 1.06838 -3.22388
25 H -1.12278 -1.84313 -2.34087
26 H -0.57874 -0.87433 -3.74070
27 H -2.80847 0.05633 -2.56025
28 H -1.49011 1.24500 -2.65566
29 H -2.98950 -1.27485 -0.48196
30 H -3.66637 0.36122 -0.15712
31 H -2.87716 -1.13435 1.95451
32 H -2.36142 0.58115 1.92186
33 H -0.65916 -2.19425 2.83852
34 H -0.40230 -0.48567 3.28964
35 H 1.40168 -2.29213 1.50613
36 H 1.92555 -1.36438 2.92619

Forces on atoms 1 to 2 (eV/Å):
Mn 0.2011 -0.1897 0.6473
C -0.0928 0.0366 -0.2890

## Properties
2S+1: 4
Charge: +4
Kohn-Sham gap (spin up / spin down): 6.534 / 9.090 eV
LUMO energy (spin up / spin down): -20.513 / -18.173 eV
Energy above the lowest of the compared OMol25 structures with the same formula, charge and spin: 0.0 kcal/mol

ORCA calculation (ωB97M-V/def2-TZVPD) on a structure of composition C16H21BF9N2O6PTeW.

Element x y z (Å)
1 W -0.62420 -0.09569 -0.16409
2 O -1.91796 -0.61288 1.15105
3 C -2.98250 2.86305 1.59489
4 C -1.89923 2.09061 0.95991
5 O -2.00074 1.66252 -0.22835
6 O -0.86623 1.76760 1.60004
7 C -2.81713 3.22494 3.00287
8 C -3.83133 2.93767 3.92554
9 C -3.67201 3.24423 5.26787
10 C -2.50698 3.86090 5.70509
11 C -1.49739 4.16506 4.79595
12 C -1.64195 3.83971 3.45700
13 C -4.16849 3.25772 0.87506
14 C -4.97022 4.29273 1.36493
15 C -6.16473 4.72320 0.68958
16 C -6.55557 4.17420 -0.52078
17 C -5.76492 3.17837 -1.04254
18 C -4.57009 2.72929 -0.37469
19 H -2.34469 -1.50067 1.07797
20 H -4.73380 2.43782 3.59314
21 H -4.45768 3.00485 5.97160
22 H -2.38981 4.11767 6.74944
23 H -0.60528 4.67901 5.13047
24 H -0.86282 4.09476 2.74998
25 H -4.67537 4.82686 2.25828
26 H -6.76037 5.49776 1.15718
27 H -7.45179 4.50633 -1.02370
28 H -6.02853 2.69939 -1.97711
29 H -3.95384 1.98839 -0.86226
30 F 1.44675 -0.81001 -2.95795
31 B 2.54371 -0.54957 -2.27626
32 F 2.73298 -1.16568 -1.11686
33 F 3.43750 0.29136 -2.72814
34 F 0.71436 0.99498 -0.83765
35 F -1.57703 -3.90391 -2.95778
36 Te -2.34851 -3.34442 -1.33431
37 F -1.03361 -4.38612 -0.54214
38 F -3.53012 -4.75794 -1.34127
39 F -1.53996 -0.06041 -1.79935
40 F -2.79171 -3.07722 0.62252
41 O -0.27846 -1.71142 -0.57688
42 N 0.19005 1.00263 3.92626
43 C -0.14481 -0.45209 3.80555
44 P 0.97656 -1.17964 2.55193
45 O 2.33544 -1.35724 3.11690
46 O 0.79452 -0.29258 1.32566
47 C 0.39341 -2.90151 2.19579
48 N 1.59921 -3.77835 2.41787
49 H -0.25387 1.42426 4.74331
50 H -0.18153 1.49337 3.07094
51 H 1.19977 1.15213 3.99984
52 H -1.18166 -0.52337 3.47804
53 H -0.00797 -0.93932 4.76887
54 H 0.08642 -2.99337 1.15767
55 H -0.42799 -3.23204 2.82761
56 H 2.36286 -3.14132 2.74828
57 H 1.89353 -4.23902 1.55590
58 H 1.44010 -4.49983 3.11982

Forces on atoms 1 to 2 (eV/Å):
W -0.5159 -0.4845 0.4580
O -0.0509 0.0873 -0.4205

## Properties
2S+1: 3
Charge: +2
Kohn-Sham gap (spin up / spin down): 7.770 / 5.109 eV
LUMO energy (spin up / spin down): -6.267 / -10.086 eV

ORCA calculation (ωB97M-V/def2-TZVPD) on an isolated molecule of C27H38N6O3.

Element x y z (Å)
1 C -5.07642 -2.08823 -1.48854
2 H -4.93738 -3.11603 -1.81661
3 H -4.50454 -1.43716 -2.14455
4 H -6.13025 -1.83554 -1.57809
5 C -4.60716 -1.90842 -0.04363
6 C -3.15828 -2.29260 0.08495
7 C -2.18039 -1.37380 -0.24222
8 N -0.88353 -1.79159 -0.19652
9 N 0.20894 -1.08096 -0.44279
10 C 1.24460 -1.90549 -0.23992
11 C 0.81269 -3.17699 0.15163
12 C -0.57193 -3.10059 0.17600
13 N -1.51159 -3.98352 0.49495
14 C -2.76537 -3.60752 0.45072
15 C -3.77041 -4.65538 0.81327
16 H -4.31860 -4.36658 1.70890
17 H -3.24621 -5.58675 1.00574
18 H -4.48470 -4.80473 0.00658
19 H 1.40234 -4.04329 0.36053
20 C 2.60913 -1.43044 -0.42020
21 C 3.65853 -2.04751 0.26250
22 C 4.95003 -1.57643 0.09792
23 C 5.20179 -0.48666 -0.73898
24 C 4.15959 0.12298 -1.41767
25 C 2.86069 -0.35822 -1.26053
26 H 2.05811 0.10387 -1.81034
27 O 4.29947 1.18913 -2.25432
28 C 5.58750 1.71880 -2.45291
29 H 5.46143 2.54963 -3.14560
30 H 6.26283 0.97899 -2.89433
31 H 6.01814 2.08946 -1.51716
32 H 6.22351 -0.15721 -0.82704
33 O 6.05320 -2.09760 0.70746
34 C 5.88767 -3.20779 1.55533
35 H 6.88571 -3.45701 1.91260
36 H 5.24674 -2.96951 2.41027
37 H 5.47155 -4.06551 1.01713
38 H 3.44061 -2.87252 0.91947
39 N -2.50885 -0.06971 -0.61113
40 C -1.73993 0.51519 -1.69970
41 C -2.45932 1.79057 -2.16114
42 N -2.68872 2.75428 -1.10897
43 C -3.32067 2.13099 0.03002
44 C -2.60561 0.86473 0.50841
45 H -3.16887 0.39514 1.31834
46 H -1.60484 1.13813 0.86985
47 H -3.38012 2.84911 0.84885
48 H -4.34045 1.86403 -0.27604
49 C -1.69015 3.76954 -0.88531
50 H -2.08663 4.43867 -0.11771
51 C -0.24439 3.36918 -0.51868
52 N -0.11497 2.72658 0.77773
53 C -0.18447 3.66805 1.88143
54 H -1.11982 4.22746 1.82630
55 C -0.13671 2.90008 3.20238
56 O 1.04003 2.13723 3.31528
57 C 1.14469 1.23631 2.23673
58 C 1.11472 1.95424 0.88948
59 H 1.14344 1.20130 0.10087
60 H 2.00549 2.60054 0.80293
61 H 2.09083 0.70748 2.36168
62 H 0.31861 0.50966 2.27739
63 H -0.13815 3.58959 4.04874
64 H -1.01714 2.24128 3.26667
65 H 0.65722 4.38421 1.84892
66 H 0.13443 2.68124 -1.27624
67 H 0.37330 4.28423 -0.57007
68 H -1.62003 4.34770 -1.81503
69 H -1.89090 2.26387 -2.96331
70 H -3.44333 1.50527 -2.55444
71 H -1.70687 -0.20362 -2.52255
72 H -0.71409 0.73895 -1.39121
73 H -5.21797 -2.51893 0.62081
74 H -4.73780 -0.86385 0.23469

Forces on atoms 1 to 2 (eV/Å):
C -0.0870 0.0302 0.1889
H -0.0031 -0.1056 -0.0675

## Properties
2S+1: 1
Kohn-Sham gap: 8.583 eV
LUMO energy: 0.651 eV
Energy above the lowest of the compared OMol25 structures with the same formula, charge and spin: 37.9 kcal/mol

ORCA calculation (ωB97M-V/def2-TZVPD) on a structure of composition C12H12Br36.

Element x y z (Å)
1 C -19.55835 -18.91976 5.61427
2 Br -20.24065 -20.20269 4.18806
3 Br -18.85815 -17.24709 4.79701
4 Br -18.13604 -19.71102 6.73832
5 H -20.38235 -18.61923 6.26143
6 C -20.27543 -20.83218 0.34465
7 Br -22.00829 -21.32173 1.24414
8 Br -20.11834 -18.91780 0.03015
9 Br -20.18467 -22.06356 -1.26827
10 H -19.37427 -21.03287 0.92408
11 C -15.76148 -14.96642 2.68575
12 Br -13.89691 -15.28468 3.42263
13 Br -16.97743 -14.07810 4.04785
14 Br -16.59528 -16.65674 2.02219
15 H -15.71632 -14.27651 1.84309
16 C -13.32187 -22.63361 2.38328
17 Br -13.17772 -22.97350 4.38259
18 Br -15.10806 -23.24016 1.81219
19 Br -11.77122 -23.51966 1.52172
20 H -13.15414 -21.57500 2.18501
21 C -15.30482 -20.39771 12.48402
22 Br -14.76071 -19.21731 13.89455
23 Br -13.83804 -20.64969 11.20880
24 Br -16.89744 -19.57783 11.58101
25 H -15.54627 -21.35933 12.93689
26 C -12.36787 -14.46994 7.82214
27 Br -12.36848 -16.21101 6.97951
28 Br -11.84820 -12.99834 6.61805
29 Br -11.21288 -14.35724 9.49944
30 H -13.36343 -14.25224 8.20888
31 C -10.88499 -15.45352 0.25013
32 Br -9.32231 -16.42696 -0.56593
33 Br -12.45628 -16.75917 0.36851
34 Br -11.36525 -13.93962 -0.97557
35 H -10.65903 -15.03275 1.22993
36 C -10.89338 -21.29428 6.93050
37 Br -9.48404 -20.24958 6.03950
38 Br -11.15295 -20.51391 8.72784
39 Br -10.40906 -23.18525 7.17595
40 H -11.84438 -21.24035 6.40061
41 C -9.60847 -15.91551 4.31376
42 Br -8.94802 -15.61467 6.18311
43 Br -8.33469 -16.87556 3.13675
44 Br -9.98589 -14.08534 3.54066
45 H -10.55198 -16.46000 4.27619
46 C -15.28976 -16.29209 10.15030
47 Br -13.58161 -17.26228 10.36456
48 Br -16.02343 -16.53203 8.31910
49 Br -15.10446 -14.38203 10.67015
50 H -15.97208 -16.80201 10.83041
51 C -14.39133 -18.74338 4.76992
52 Br -12.59834 -18.77162 4.10255
53 Br -14.37896 -19.40844 6.66303
54 Br -15.64149 -19.77980 3.59249
55 H -14.62593 -17.70322 4.99605
56 C -16.17711 -22.53683 8.44444
57 Br -14.26994 -23.02336 8.15987
58 Br -16.88754 -22.84054 10.30031
59 Br -17.10589 -23.40657 7.00152
60 H -16.25183 -21.47501 8.20984

Forces on atoms 1 to 2 (eV/Å):
C 0.6453 -0.0899 -0.7339
Br 0.6009 1.1753 1.3572

## Properties
2S+1: 1
Kohn-Sham gap: 8.989 eV
LUMO energy: -1.075 eV
Energy above the lowest of the compared OMol25 structures with the same formula, charge and spin: 29.2 kcal/mol

ORCA calculation (ωB97M-V/def2-TZVPD) on an isolated molecule of C6H13NO.

Element x y z (Å)
1 C 1.82435 2.20520 0.23379
2 N 1.44674 0.92314 0.82197
3 C 0.54000 0.20881 -0.16522
4 C -0.82799 -0.24534 0.58850
5 C -1.87297 -0.70153 -0.41318
6 C -3.04955 0.24296 -0.30268
7 C 1.34002 -1.04956 -0.51350
8 O 1.02865 -2.19440 -0.26884
9 H 2.12058 2.92944 0.94623
10 H 0.97917 2.52783 -0.43621
11 H 2.66351 2.11684 -0.46635
12 H 1.01918 1.08171 1.76394
13 H 0.30590 0.78531 -1.12232
14 H -0.54652 -0.98636 1.29388
15 H -1.14082 0.49238 1.26253
16 H -1.51880 -0.86978 -1.44844
17 H -2.26788 -1.73924 -0.32716
18 H -3.64136 0.21100 -1.18873
19 H -2.66308 1.22004 -0.15798
20 H -3.75741 0.10862 0.64050
21 H 2.36794 -0.74782 -0.92917

Forces on atoms 1 to 2 (eV/Å):
C -0.6390 -0.5403 -1.7862
N -0.7716 0.2311 -0.6161

## Properties
2S+1: 1
Kohn-Sham gap: 10.073 eV
LUMO energy: 0.964 eV
Energy above the lowest of the compared OMol25 structures with the same formula, charge and spin: 60.3 kcal/mol

ORCA calculation (ωB97M-V/def2-TZVPD) on a structure of composition C11H10BrNSV.

Element x y z (Å)
1 C -1.31668 -1.11934 -1.11323
2 C -2.16483 -2.20826 -0.71086
3 C -3.11632 -1.71101 0.24033
4 H -2.09689 -3.23107 -1.06444
5 C -2.89094 -0.30109 0.37072
6 C -1.75789 0.05355 -0.42678
7 H -1.34658 1.04820 -0.59994
8 H -0.52239 -1.14911 -1.85321
9 H -3.88990 -2.29249 0.73780
10 H -3.51277 0.39228 0.93227
11 V -1.17744 -1.46240 0.92967
12 Br 0.97698 -2.60947 0.53942
13 C 2.71000 1.62200 0.30553
14 C 1.76477 2.31365 -0.51764
15 C 1.68270 1.62685 -1.76980
16 H 1.19194 3.19676 -0.23265
17 C 2.57673 0.51257 -1.71940
18 C 3.21076 0.50670 -0.44028
19 H 3.92839 -0.23132 -0.09053
20 H 3.04588 1.92498 1.29640
21 H 1.03376 1.88755 -2.60257
22 H 2.78626 -0.17267 -2.53784
23 S 0.07818 1.28003 4.55162
24 C -0.40683 0.40035 3.34647
25 N -0.78688 -0.27722 2.42890

Forces on atoms 1 to 2 (eV/Å):
C -1.2954 0.2106 -0.9308
C -1.0109 0.2228 -1.0588

## Properties
2S+1: 3
Charge: -1
Kohn-Sham gap (spin up / spin down): 3.782 / 4.309 eV
LUMO energy (spin up / spin down): 1.279 / 1.804 eV
Energy above the lowest of the compared OMol25 structures with the same formula, charge and spin: 33.4 kcal/mol